[1]
DFT (wB97M-V/def2-TZVPD) results for a gas-phase ion, C9H16N (charge +1) in a non-equilibrium geometry.

Calculated total energy ... -406.915455 hartree
Relative energy (zero: lowest compared OMol25 entry of this formula, charge and spin) ... 84.1 kcal per mole

Structure (ORCA input):
```
! RIJCOSX wB97M-V def2-TZVPD def2/J DEFGRID3
* xyz 1 1
C 1.783 -1.066 1.044
N 1.387 -0.488 -0.011
C 1.670 -0.964 -1.339
C 0.662 0.843 0.029
C 1.623 1.927 -0.325
C -0.819 0.838 -0.427
C -1.448 -0.480 -0.056
C -2.914 -0.749 -0.523
C -1.193 -0.213 1.463
C -0.330 1.062 1.019
H 2.497 -1.887 1.109
H 1.721 -0.463 2.002
H 2.430 -1.766 -1.253
H 1.862 -0.147 -2.009
H 0.903 -1.642 -1.639
H 2.022 2.471 0.521
H 1.023 2.434 -1.085
H 2.369 1.382 -0.853
H -1.135 1.525 -1.180
H -0.805 -1.323 -0.327
H -3.391 -1.379 0.157
H -3.123 -1.130 -1.473
H -3.416 0.146 -0.507
H -0.734 -0.928 2.125
H -2.174 0.061 1.899
H -0.470 1.936 1.640
*
```

***

[2]
DFT (wB97M-V/def2-TZVPD) results for a molecular structure, C9H16N2O6PS in a non-equilibrium geometry.

Calculated total energy ... -1653.099767 hartree

Structure (ORCA input):
```
! RIJCOSX wB97M-V def2-TZVPD def2/J DEFGRID3
* xyz -1 1
O 1.856 1.217 1.263
P 1.546 0.878 -0.161
O 1.286 2.238 -1.139
S -0.338 2.812 -0.951
O -0.394 3.175 0.453
O -1.185 1.477 -1.390
C -2.103 0.846 -0.502
O -2.871 0.047 -1.073
O -2.163 0.930 0.759
H 0.481 -0.056 -0.214
H 2.686 0.226 -0.722
C 7.224 2.343 1.628
C 5.806 2.856 1.399
C 4.733 1.930 1.979
C 4.813 0.593 1.341
N 4.882 -0.440 0.851
H 7.390 1.385 1.131
H 7.954 3.048 1.224
H 7.428 2.217 2.695
H 5.643 2.981 0.325
H 5.707 3.844 1.856
H 3.739 2.343 1.802
H 4.866 1.818 3.057
C -4.773 -2.574 -0.542
C -6.057 -2.482 -1.357
C -6.729 -3.842 -1.578
C -5.820 -4.753 -2.320
N -5.119 -5.456 -2.891
H -4.015 -3.173 -1.051
H -4.349 -1.580 -0.388
H -4.963 -3.020 0.439
H -5.831 -2.021 -2.322
H -6.758 -1.820 -0.841
H -7.649 -3.718 -2.153
H -6.987 -4.301 -0.621
*
```

***

[3]
DFT (wB97M-V/def2-TZVPD) results for a gas-phase ion, C9H16N3 (charge +1) in a non-equilibrium geometry.

Calculated total energy ... -516.411523 hartree
Relative energy (zero: lowest compared OMol25 entry of this formula, charge and spin) ... 134.5 kcal per mole

Structure (ORCA input):
```
! RIJCOSX wB97M-V def2-TZVPD def2/J DEFGRID3
* xyz 1 1
C 0.856 -0.148 0.140
C 0.759 0.986 -0.690
C 2.166 -0.448 0.372
C -0.580 1.581 -1.002
C -1.281 -0.273 0.506
C -1.585 1.138 0.109
C 3.068 -1.397 1.137
C -1.451 2.094 1.297
C -1.178 -1.970 -1.423
N 1.984 1.318 -1.059
N 2.854 0.414 -0.468
N -1.916 -1.390 -0.302
H -0.466 2.653 -0.977
H -0.863 1.242 -1.978
H -1.274 -0.497 1.539
H -2.648 1.202 -0.287
H 4.012 -0.871 1.182
H 2.646 -1.597 2.167
H 2.978 -2.431 0.712
H -0.455 2.171 1.509
H -1.856 1.712 2.199
H -1.801 3.158 0.994
H -1.742 -2.749 -1.999
H -0.996 -1.048 -1.969
H -0.171 -2.356 -0.948
H 3.831 0.607 -0.397
H -2.078 -2.088 0.448
H -2.816 -1.014 -0.813
*
```

***

no.,gap between HOMO and LUMO (eV)
1,9.122
2,7.651
3,8.967